No. 1
{"formula": "C12H14Cl2F5N3OP2", "method": "wB97M-V/def2-TZVPD", "elements": ["C", "C", "P", "C", "C", "C", "N", "C", "Cl", "C", "C", "Cl", "C", "C", "N", "P", "N", "O", "C", "F", "F", "C", "F", "F", "F", "H", "H", "H", "H", "H", "H", "H", "H", "H", "H", "H", "H", "H", "H"], "xyz": [[-2.518768, -1.511727, 3.231909], [-1.140947, -1.200336, 2.597999], [-1.353120, -1.371062, 0.769076], [-2.792956, -0.251129, 0.499368], [0.308468, -0.720957, 0.041847], [1.239147, -1.332411, 0.998893], [1.989268, -1.814261, 1.755866], [0.519567, -1.509629, -1.263669], [1.580404, -2.883621, -1.233842], [-0.085573, -1.293608, -2.420854], [0.112381, -2.092464, -3.654608], [-1.220933, -0.001547, -2.569243], [0.724227, 0.808363, 0.010736], [1.029017, 1.193412, 1.383382], [1.332246, 1.484884, 2.474589], [-0.684981, 2.087828, -0.401519], [-0.224288, 3.408414, 0.602559], [-0.394909, 2.639109, -1.917462], [1.968472, 1.183279, -0.821854], [2.119080, 2.526366, -0.707781], [1.778215, 0.930693, -2.116184], [3.367978, 0.614133, -0.479517], [3.447565, -0.683042, -0.706918], [3.745260, 0.883681, 0.753265], [4.225245, 1.225055, -1.315273], [-2.348379, -1.752758, 4.269435], [-3.115044, -0.613613, 3.223267], [-3.022223, -2.335429, 2.746576], [-0.448790, -1.940355, 2.959090], [-0.883173, -0.192424, 2.893741], [-2.855434, 0.168226, -0.485642], [-2.741534, 0.581008, 1.191082], [-3.679105, -0.811621, 0.755822], [0.048022, -3.147649, -3.454215], [-0.647363, -1.849560, -4.379795], [1.067596, -1.821661, -4.083310], [0.482757, 3.980287, 0.147070], [-1.060752, 3.976978, 0.642385], [0.133361, 3.439150, -1.936270]], "forces_ev_per_angstrom": [[0.823, 0.403, 0.020], [-1.270, 0.047, -0.294], [-0.346, -0.886, 0.051], [0.634, 0.559, 0.646], [0.607, -0.146, -0.215], [1.877, -1.288, 2.030], [-1.770, 1.122, -1.611], [-0.129, 0.167, -0.141], [-0.092, -0.058, 0.024], [-0.353, -0.063, 0.115], [-0.240, 0.373, -0.219], [-0.098, -0.108, -0.126], [0.267, 0.613, 0.046], [0.964, 0.629, 2.944], [-0.847, -0.661, -2.409], [-1.055, 0.129, 0.230], [-0.191, -0.173, -1.198], [-0.004, -0.071, 0.191], [0.029, -0.274, 0.267], [0.171, 0.604, 0.162], [-0.112, -0.290, -0.596], [0.406, 0.410, -0.469], [-0.078, -0.321, 0.016], [-0.052, -0.031, 0.335], [0.144, -0.023, -0.018], [-0.085, -0.243, 0.367], [-0.518, 0.096, -0.137], [-0.260, -0.226, -0.095], [0.558, 0.008, -0.054], [0.493, 0.138, 0.129], [-0.097, -0.172, -0.418], [-0.041, 0.298, 0.131], [-0.229, -0.390, -0.126], [0.236, -0.407, 0.095], [-0.254, 0.127, -0.217], [0.394, -0.237, -0.181], [0.323, 0.038, 0.450], [-0.132, 0.158, 0.382], [0.329, 0.147, -0.107]], "total_charge": 0, "largest_force_ev_per_a": 3.161, "smiles": "CCP(C)[C@@](C#N)(/C(Cl)=C(/C)Cl)[C@](C#N)(P(N)O)C(F)(F)C(F)(F)F", "e_lumo_ev": 0.339, "orbital_gap_ev": 9.254, "multiplicity": 1, "total_energy_ev": -76397.4654}


No. 2
{"formula": "C12H14Cl5IrNO4S", "method": "wB97M-V/def2-TZVPD", "elements": ["Ir", "C", "O", "C", "C", "O", "C", "C", "O", "C", "H", "H", "H", "H", "H", "H", "H", "H", "H", "H", "H", "H", "H", "H", "Cl", "C", "C", "C", "Cl", "C", "Cl", "C", "Cl", "C", "Cl", "O", "S", "N"], "xyz": [[0.508736, 0.541684, -0.386414], [-1.277864, 1.167188, 2.326315], [0.015567, 1.299277, 1.696251], [1.136599, 1.086727, 2.589795], [1.439911, -0.394752, 2.654639], [1.642297, -0.805097, 1.293942], [1.437031, -2.202258, 1.018982], [-0.015161, -2.418928, 0.646692], [-0.362095, -1.550443, -0.459137], [-0.259106, -2.177259, -1.765277], [-1.349051, 1.897412, 3.131053], [-1.417714, 0.158020, 2.714570], [-2.026390, 1.376444, 1.567020], [0.899847, 1.507204, 3.567096], [1.974840, 1.631989, 2.156975], [0.624996, -0.966263, 3.105419], [2.353550, -0.571312, 3.225840], [1.733521, -2.804826, 1.878406], [2.097760, -2.445583, 0.186810], [-0.690205, -2.153398, 1.461386], [-0.211986, -3.452124, 0.360853], [-0.861352, -3.083882, -1.765106], [0.783319, -2.395933, -1.994299], [-0.659209, -1.466341, -2.482889], [1.188139, 3.481401, -0.975183], [-0.448464, 3.174344, -1.438185], [-0.975642, 1.924212, -1.137473], [-2.351194, 1.689394, -1.439055], [-3.061722, 0.233186, -0.905945], [-3.132508, 2.606485, -2.119215], [-4.756903, 2.304324, -2.503238], [-2.547028, 3.845377, -2.489868], [-3.427150, 4.973272, -3.333650], [-1.173973, 4.142129, -2.119157], [-0.509398, 5.623023, -2.531022], [3.775096, 1.424160, -0.073576], [3.535632, 0.593328, -1.229328], [2.102360, 0.112006, -1.404505]], "forces_ev_per_angstrom": [[-0.124, 0.009, -0.133], [0.070, 0.050, -0.032], [0.042, 0.004, 0.170], [-0.089, -0.074, -0.042], [0.074, 0.094, -0.055], [-0.065, -0.014, 0.045], [-0.084, 0.056, 0.001], [0.112, 0.076, -0.061], [-0.057, -0.166, -0.052], [-0.035, 0.010, 0.127], [-0.025, -0.020, -0.002], [-0.015, 0.010, 0.017], [0.017, -0.002, 0.032], [0.026, -0.055, 0.016], [0.001, -0.022, -0.023], [-0.036, 0.036, -0.005], [-0.022, 0.004, 0.014], [-0.052, -0.011, 0.009], [-0.021, -0.001, -0.002], [0.038, 0.017, 0.013], [0.041, -0.012, 0.020], [0.007, 0.007, -0.015], [-0.016, -0.022, -0.035], [0.022, -0.006, -0.017], [-0.014, 0.135, -0.010], [0.292, -1.098, 0.454], [0.533, 0.409, 0.101], [-0.097, -0.277, 0.143], [0.218, 0.194, -0.116], [0.185, 1.059, -0.438], [-0.085, -0.074, -0.003], [-0.294, -0.845, 0.281], [-0.094, 0.175, -0.094], [-0.378, 0.603, -0.365], [-0.097, -0.307, 0.097], [0.012, 0.122, 0.087], [0.043, -0.124, -0.092], [-0.034, 0.059, -0.034]], "total_charge": 2, "s2": 8.793, "largest_force_ev_per_a": 1.223, "de_lowest_kj_mol": 3.9, "e_lumo_ev": [-6.689, -10.542], "orbital_gap_ev": [8.223, 5.139], "multiplicity": 6, "total_energy_ev": -98614.4338}


No. 3
{"formula": "C12H14F3HgN2O6", "method": "wB97M-V/def2-TZVPD", "elements": ["Hg", "O", "C", "O", "C", "O", "C", "C", "O", "O", "H", "H", "H", "H", "H", "F", "C", "F", "F", "C", "C", "C", "N", "C", "C", "H", "H", "H", "H", "C", "C", "N", "O", "H", "H", "H", "H", "H"], "xyz": [[-1.029249, -0.128050, -0.115562], [-2.530952, -3.855335, 1.742260], [-2.252155, -2.607062, 1.416389], [-1.967239, -2.281741, 0.285497], [-2.362863, -1.664934, 2.595286], [-1.757020, -0.443459, 2.272598], [-2.440716, 0.740201, 2.693766], [-2.033855, 1.967266, 1.828760], [-2.124573, 3.062122, 2.340815], [-1.704671, 1.717144, 0.606441], [-2.457675, -4.416597, 0.954833], [-1.884057, -2.127009, 3.462792], [-3.426031, -1.540650, 2.825835], [-2.232288, 0.957892, 3.740532], [-3.522056, 0.620153, 2.560717], [5.903494, -1.150879, -0.859666], [5.350574, -0.310318, 0.068097], [5.848265, -0.683803, 1.266682], [5.891572, 0.910285, -0.213622], [3.877853, -0.313579, 0.034237], [3.089219, -0.706093, 1.141791], [1.734770, -0.724872, 1.034279], [1.055772, -0.380162, -0.123943], [1.839342, -0.004195, -1.199748], [3.194313, 0.038999, -1.159911], [3.559149, -0.987936, 2.073407], [1.114848, -1.015625, 1.873688], [1.301620, 0.247402, -2.106686], [3.751783, 0.339731, -2.037128], [-1.561825, 2.491181, -2.517454], [-1.579693, 1.084795, -3.032583], [-1.465950, 0.910527, -4.358045], [-1.690337, 0.099992, -2.292545], [-1.591904, 3.224495, -3.320047], [-0.661111, 2.641474, -1.920299], [-2.405495, 2.631328, -1.844711], [-1.355437, 1.682611, -4.988785], [-1.475421, -0.025286, -4.727960]], "forces_ev_per_angstrom": [[0.827, -0.151, -0.095], [-0.100, -0.252, 0.278], [-0.018, 0.143, -0.133], [-0.153, -0.246, 0.042], [0.155, 0.153, 0.102], [-0.270, -0.155, 0.097], [0.057, 0.420, -0.110], [-0.074, -0.432, 0.094], [-0.072, -0.057, -0.001], [-0.640, 1.063, 0.388], [0.006, 0.058, -0.050], [-0.033, -0.044, 0.001], [-0.032, -0.062, -0.032], [0.065, -0.019, -0.016], [0.016, -0.077, 0.020], [0.000, 0.127, 0.126], [-0.085, -0.015, -0.037], [-0.027, 0.038, -0.127], [-0.005, -0.134, 0.010], [0.206, -0.053, 0.095], [0.000, 0.041, -0.153], [-0.104, -0.079, 0.173], [0.698, -0.261, -0.074], [-0.082, 0.015, -0.185], [-0.063, -0.020, 0.070], [-0.063, -0.012, 0.019], [0.026, 0.034, 0.004], [0.029, 0.010, 0.009], [-0.068, 0.000, -0.036], [0.025, -0.017, 0.028], [0.041, 0.035, -0.033], [-0.049, -0.041, -0.002], [-0.236, -0.035, -0.583], [0.007, 0.020, 0.014], [-0.004, -0.014, 0.014], [0.013, 0.006, 0.033], [-0.029, 0.037, 0.029], [0.035, -0.022, 0.020]], "total_charge": 0, "s2": 0.765, "largest_force_ev_per_a": 1.300, "de_lowest_kj_mol": 127.9, "e_lumo_ev": [-0.082, -0.081], "orbital_gap_ev": [4.855, 8.931], "multiplicity": 2, "total_energy_ev": -40262.7981}